The following is a DFT calculation (ωB97M-V/def2-TZVPD) of a 2-piece molecular cluster, C14H15O5 overall at a distorted geometry.

Each line ends with the natural charge from an NBO analysis.
Positions of all 34 atoms, in Å:
C -3.02 -1.58 -2.01  -0.6525
C -1.95 -1.15 -3.16  -0.0705
O -0.90 -2.14 -3.12  -0.5460
C 0.42 -1.58 -3.24  -0.0930
C 1.34 -2.19 -2.05  -0.0950
O 0.55 -2.49 -0.83  -0.5292
C 0.74 -1.43 0.10  0.2762
C 1.39 -1.59 1.51  -0.2605
C 1.54 -0.38 2.51  -0.1431
C 1.03 1.04 2.13  -0.1188
C 0.41 1.19 0.69  -0.1251
C 0.26 0.00 -0.31  -0.1969
C -0.08 2.63 0.25  0.5095
O -0.19 2.85 -1.01  -0.5733
C -0.37 3.76 1.32  -0.2853
C 0.20 3.59 2.61  -0.2094
C 1.07 2.32 3.05  0.4779
O 1.75 2.32 4.11  -0.4474
H -2.60 -2.48 -1.41  0.2392
H -3.20 -0.75 -1.25  0.2166
H -4.03 -1.89 -2.46  0.2021
H -1.62 -0.07 -2.99  0.1826
H -2.52 -1.23 -4.15  0.1708
H 0.47 -0.44 -3.23  0.1840
H 0.90 -1.91 -4.25  0.1747
H 2.18 -1.48 -1.73  0.2043
H 1.74 -3.20 -2.41  0.1923
H 1.75 -2.63 1.85  0.2383
H 2.03 -0.55 3.53  0.2887
H -0.23 0.24 -1.31  0.2223
H -1.03 4.64 0.99  0.2387
H 0.00 4.41 3.39  0.2392
O 1.13 0.75 6.77  -1.2990
H 0.86 1.41 6.14  0.3876

Calculated values
HOMO-LUMO gap: 3.297 eV
HOMO energy: -2.23 eV
Multiplicity: 1
Net charge: -1

***

The following is a DFT calculation (ωB97M-V/def2-TZVPD) of a 2-piece molecular cluster, C14H16 overall at a distorted geometry.

Each line ends with the natural charge from an NBO analysis.
Positions of all 30 atoms, in Å:
C 3.06 -3.25 -0.49  -0.7035
C 1.84 -1.32 0.57  -0.2957
C 1.98 -2.68 0.38  -0.0445
C 1.12 -0.80 1.66  -0.3098
C 0.32 -1.62 2.46  -0.2754
C 1.24 -3.49 1.27  -0.2806
C 0.32 -2.98 2.21  -0.2376
H 2.45 -0.65 -0.01  0.1931
H 1.21 0.26 1.89  0.1933
H 2.75 -4.19 -0.93  0.2104
H 3.87 -3.58 0.18  0.1986
H -0.28 -1.14 3.22  0.1953
H 1.40 -4.57 1.18  0.1862
H -0.40 -3.57 2.76  0.1972
H 3.59 -2.52 -1.09  0.2166
C -3.52 3.10 -0.11  -0.6633
C -2.08 2.49 -2.17  -0.2803
C -2.33 2.40 -0.81  -0.0362
C -0.85 2.09 -2.68  -0.2474
C 0.22 1.96 -1.81  -0.2834
C -1.23 2.15 0.06  -0.2332
C 0.05 1.97 -0.40  -0.3088
H -2.98 2.75 -2.73  0.1951
H -0.52 1.99 -3.71  0.2043
H -4.50 2.70 -0.35  0.2046
H -3.34 4.15 -0.37  0.2083
H 1.20 1.68 -2.18  0.1903
H -1.51 2.01 1.10  0.1928
H 0.96 1.80 0.16  0.2079
H -3.34 2.96 0.95  0.2056

Calculated values
<S²>: 0.752
HOMO-LUMO gap (spin up / spin down): 2.297 / 8.933 eV
HOMO energy (spin up / spin down): 1.17 / -5.49 eV
Energy relative to the best compared isomer or geometry (same formula, charge and spin): 1.011 eV
Multiplicity: 2
Net charge: -1

***

The following is a DFT calculation (ωB97M-V/def2-TZVPD) of a 2-piece molecular cluster, C14H16 overall at a distorted geometry.

Each line ends with the natural charge from an NBO analysis.
Positions of all 30 atoms, in Å:
C 4.26 -1.37 -2.08  -0.6512
C 3.30 -0.39 -1.44  -0.0325
C 2.05 -0.42 -2.05  -0.2019
C 0.99 0.22 -1.48  -0.2139
C 1.12 0.84 -0.23  -0.2301
C 2.30 0.67 0.47  -0.1853
C 3.45 0.13 -0.16  -0.2270
H 4.18 -1.44 -3.17  0.2202
H 4.26 -2.41 -1.64  0.2288
H 5.32 -1.33 -1.63  0.2206
H 2.08 -0.92 -3.05  0.2096
H 0.01 0.25 -1.87  0.2126
H 0.38 1.59 0.07  0.2257
H 2.59 1.26 1.50  0.2089
H 4.37 0.32 0.35  0.2152
C -2.52 -0.98 -0.73  -0.6516
C -2.70 -0.17 0.52  0.0000
C -3.56 0.98 0.49  -0.2263
C -3.52 1.72 1.66  -0.2031
C -2.78 1.31 2.79  -0.2105
C -2.02 0.13 2.78  -0.2050
C -2.03 -0.58 1.70  -0.2191
H -1.55 -1.38 -0.99  0.2296
H -2.99 -0.48 -1.58  0.2160
H -3.28 -1.80 -0.81  0.2237
H -4.04 1.32 -0.39  0.2163
H -3.97 2.68 1.82  0.2083
H -2.81 1.89 3.60  0.1944
H -1.54 -0.17 3.72  0.2120
H -1.38 -1.49 1.84  0.2157

Calculated values
HOMO-LUMO gap: 9.554 eV
HOMO energy: -8.62 eV
Energy relative to the best compared isomer or geometry (same formula, charge and spin): 2.584 eV
SMILES string: Cc1ccccc1.Cc1ccccc1
Multiplicity: 1
Net charge: 0

***

The following is a DFT calculation (ωB97M-V/def2-TZVPD) of a 2-piece molecular cluster, C14H16 overall at a distorted geometry.

Each line ends with the natural charge from an NBO analysis.
Positions of all 30 atoms, in Å:
C -1.37 1.61 -4.43  -0.6441
C -1.42 0.97 -3.11  -0.0720
C -0.36 0.54 -2.31  -0.1753
C -0.40 0.25 -0.96  -0.2309
C -1.56 0.64 -0.32  -0.1971
C -2.68 1.03 -0.99  -0.2323
C -2.57 1.21 -2.34  -0.1680
H -0.67 1.22 -5.17  0.2206
H -1.05 2.69 -4.50  0.2244
H -2.25 1.51 -5.05  0.2250
H 0.63 0.46 -2.84  0.1948
H 0.40 -0.37 -0.54  0.2315
H -1.65 0.47 0.77  0.2108
H -3.57 1.30 -0.49  0.2139
H -3.47 1.82 -2.80  0.1972
C 1.68 -2.87 0.70  -0.6408
C 1.50 -1.61 1.53  -0.0043
C 2.22 -0.46 1.29  -0.2408
C 2.22 0.62 2.20  -0.1992
C 1.36 0.55 3.28  -0.2225
C 0.60 -0.61 3.59  -0.2162
C 0.63 -1.68 2.69  -0.2207
H 1.92 -2.57 -0.33  0.2216
H 0.73 -3.55 0.92  0.2260
H 2.60 -3.21 1.18  0.2295
H 2.91 -0.38 0.44  0.2095
H 2.85 1.45 2.07  0.2140
H 1.40 1.45 3.97  0.2127
H -0.06 -0.66 4.44  0.2180
H 0.11 -2.69 2.98  0.2148

Calculated values
HOMO-LUMO gap: 9.840 eV
HOMO energy: -8.91 eV
Energy relative to the best compared isomer or geometry (same formula, charge and spin): 1.877 eV
SMILES string: Cc1ccccc1.Cc1ccccc1
Multiplicity: 1
Net charge: 0

***

The following is a DFT calculation (ωB97M-V/def2-TZVPD) of a 2-piece molecular cluster, C14H16 overall at a distorted geometry.

Each line ends with the natural charge from an NBO analysis.
Positions of all 30 atoms, in Å:
C 4.45 2.60 0.73  -0.6350
C 3.06 2.74 0.30  -0.0141
C 1.99 3.10 1.00  -0.2170
C 0.66 2.96 0.62  -0.2139
C 0.38 2.53 -0.70  -0.2183
C 1.51 2.47 -1.53  -0.2077
C 2.77 2.56 -1.01  -0.2184
H 4.99 1.88 0.08  0.2290
H 4.33 2.29 1.81  0.2228
H 5.01 3.51 0.87  0.2247
H 2.19 3.63 1.93  0.2003
H -0.13 3.24 1.33  0.2176
H -0.62 2.19 -1.07  0.2207
H 1.37 2.58 -2.60  0.2082
H 3.50 2.69 -1.74  0.2010
C -2.45 -4.88 -0.38  -0.6422
C -2.35 -3.45 -0.12  -0.0341
C -1.54 -2.62 -0.84  -0.2119
C -1.56 -1.25 -0.61  -0.2001
C -2.28 -0.64 0.30  -0.2463
C -3.15 -1.43 1.07  -0.1889
C -3.21 -2.85 0.81  -0.2134
H -2.17 -5.53 0.50  0.2287
H -1.67 -5.34 -1.10  0.2158
H -3.44 -4.98 -0.85  0.2317
H -0.95 -3.02 -1.62  0.2082
H -0.96 -0.64 -1.39  0.2093
H -2.23 0.34 0.86  0.2290
H -3.72 -1.15 1.93  0.2097
H -3.80 -3.53 1.43  0.2045

Calculated values
HOMO-LUMO gap: 9.951 eV
HOMO energy: -8.99 eV
Energy relative to the best compared isomer or geometry (same formula, charge and spin): 2.471 eV
SMILES string: Cc1ccccc1.Cc1ccccc1
Multiplicity: 1
Net charge: 0

***

The following is a DFT calculation (ωB97M-V/def2-TZVPD) of a 2-piece molecular cluster, C14H16 overall at a distorted geometry.

Each line ends with the natural charge from an NBO analysis.
Positions of all 30 atoms, in Å:
C -2.69 1.15 -0.12  -0.6373
C -1.57 2.17 -0.59  -0.0028
C -0.75 2.42 0.46  -0.2317
C 0.28 3.37 0.31  -0.1813
C 0.48 3.90 -0.87  -0.2592
C -0.36 3.61 -1.97  -0.1814
C -1.47 2.70 -1.83  -0.2317
H -3.45 0.88 -0.82  0.2069
H -3.22 1.62 0.68  0.2177
H -2.18 0.21 0.03  0.2220
H -0.82 1.72 1.30  0.2156
H 1.01 3.65 1.23  0.2097
H 1.37 4.60 -0.86  0.2189
H -0.16 4.10 -2.91  0.2100
H -2.22 2.54 -2.63  0.2244
C 0.15 -4.27 -1.02  -0.6181
C 0.73 -3.28 0.02  -0.0065
C -0.29 -2.68 0.74  -0.2290
C 0.09 -1.70 1.64  -0.2033
C 1.45 -1.39 1.90  -0.2317
C 2.48 -2.11 1.24  -0.1746
C 2.05 -3.13 0.27  -0.2351
H 0.86 -4.26 -1.90  0.2128
H -0.86 -3.89 -1.24  0.2109
H 0.14 -5.24 -0.64  0.2137
H -1.32 -3.12 0.61  0.2183
H -0.66 -1.25 2.33  0.2102
H 1.69 -0.55 2.54  0.2116
H 3.45 -1.93 1.49  0.2040
H 2.91 -3.54 -0.23  0.2172

Calculated values
HOMO-LUMO gap: 9.869 eV
HOMO energy: -8.93 eV
Energy relative to the best compared isomer or geometry (same formula, charge and spin): 2.204 eV
SMILES string: Cc1ccccc1.Cc1ccccc1
Multiplicity: 1
Net charge: 0